No. 1
A single C5H10O2 molecule. Source: the OMol25 dataset; level of theory: ωB97M-V/def2-TZVPD.

Each line ends with the Mulliken charge.
Element x y z (Å)
C1 -1.360457 1.589860 1.082103  -0.7641
O1 -0.846312 0.881222 -0.020049  -0.3492
C2 0.449646 0.417384 0.214944  -0.0079
C3 0.615855 -0.794913 1.144663  -0.5656
O2 1.348655 -1.503545 0.139518  -0.4491
C4 1.018902 -0.518483 -0.866400  0.2682
C5 0.033383 -1.039448 -1.891404  -1.2427
H1 -1.424736 0.956936 1.980905  0.3017
H2 -0.739789 2.467622 1.320411  0.3041
H3 -2.365288 1.923447 0.814234  0.2504
H4 1.120171 1.252825 0.463587  0.3899
H5 -0.344397 -1.278604 1.374142  0.2803
H6 1.193145 -0.662546 2.066582  0.2799
H7 1.931989 -0.157343 -1.355590  0.3532
H8 0.038926 -0.417446 -2.791863  0.3251
H9 0.316802 -2.056694 -2.177021  0.3288
H10 -0.986494 -1.060274 -1.498764  0.2969

Atoms 1-6, force components in eV/Å:
-0.129 0.150 0.195
0.006 -0.027 -0.084
0.221 0.017 0.103
-0.163 0.100 0.345
0.027 -0.117 -0.053
0.029 0.093 -0.294

Computed properties:
- Gap between HOMO and LUMO: 10.641 eV
- Maximum force: 0.39 eV/Å
- SMILES: CO[C@H]1CO[C@H]1C
- Spin multiplicity: 1
- DFT total energy: -9440.53041 eV



No. 2
A single C18H17ClN6 molecule at a distorted geometry. Source: the OMol25 dataset; level of theory: ωB97M-V/def2-TZVPD.

Each line ends with the Mulliken charge.
Element x y z (Å)
N1 -3.215948 1.086780 -1.367110  -0.4160
C1 -2.575959 0.445191 -0.346003  1.1079
C2 -3.253288 -0.618662 0.226069  -0.8971
C3 -2.668785 -1.302989 1.263084  -1.1783
C4 -1.369320 -0.956760 1.706679  -0.3456
C5 -0.660401 0.091449 1.085973  0.0700
C6 -1.262790 0.792407 0.069363  0.6959
C7 -0.414171 1.955133 -0.513118  -1.6921
C8 0.459514 1.529598 -1.704798  -0.8703
C9 1.863067 1.295830 -1.268022  0.4293
C10 2.745192 2.374855 -1.132440  -0.4115
N2 3.973943 2.296998 -0.593521  -0.6463
C11 4.363796 1.081212 -0.199643  -0.4496
C12 3.574042 -0.095681 -0.392311  0.1899
C13 2.301523 0.028474 -0.925440  -0.1437
N3 4.029707 -1.354250 0.089120  -0.2291
C14 3.371819 -2.028125 1.091456  0.2097
N4 4.181577 -2.364085 2.083796  -0.6413
C15 3.598047 -2.825409 3.178438  -0.3006
C16 2.207583 -2.957317 3.245298  0.3250
Cl1 1.436042 -3.452860 4.730800  -0.2048
C17 1.499160 -2.657957 2.096758  0.1373
N5 2.052634 -2.193208 1.031459  -0.2281
N6 0.156366 -2.763602 1.900359  -0.2748
C18 -0.683856 -1.837006 2.718873  -0.6614
H1 -2.779341 1.902475 -1.792341  0.1626
H2 -4.169095 0.853089 -1.640716  0.1834
H3 -4.232717 -0.911963 -0.119553  0.2927
H4 -3.180793 -2.116303 1.717844  0.4282
H5 0.368880 0.331766 1.360455  0.3100
H6 0.187937 2.387527 0.264677  0.6226
H7 -1.116105 2.743362 -0.791091  0.6004
H8 0.054994 0.594378 -2.148005  0.4435
H9 0.361032 2.298804 -2.497996  0.4034
H10 2.421489 3.336089 -1.408751  0.4690
H11 5.322564 0.978418 0.305895  0.3306
H12 1.633696 -0.867283 -1.024049  0.2728
H13 5.054418 -1.434987 0.239815  0.3327
H14 4.213679 -3.119862 4.030669  0.4002
H15 -0.026508 -2.616858 0.897986  0.4395
H16 -1.438314 -2.388719 3.301499  0.2963
H17 -0.060359 -1.245716 3.404182  0.4377

Atoms 1-6, force components in eV/Å:
0.023 1.277 -1.190
0.333 0.063 -0.313
0.319 -0.183 0.590
1.688 0.724 0.241
-0.477 0.030 0.124
-0.990 -1.183 0.498

Computed properties:
- Gap between HOMO and LUMO: 8.420 eV
- Maximum force: 3.94 eV/Å
- SMILES: Nc1ccc2cc1CCc1cncc(c1)Nc1ncc(Cl)c(n1)NC2
- Spin multiplicity: 1
- DFT total energy: -40405.31213 eV



No. 3
5 unconnected molecules or ions with the total composition C8H24FO4 at a distorted geometry. Source: the OMol25 dataset; level of theory: ωB97M-V/def2-TZVPD.

Each line ends with the Mulliken charge.
Element x y z (Å)
F1 -0.998643 0.239749 0.537371  -0.7979
C1 -1.915933 4.456404 -0.160945  -1.0435
C2 -1.427374 3.494116 0.921986  -0.1261
O1 -2.342709 2.443833 1.141977  -0.6080
H1 -1.234831 5.308792 -0.228793  0.3219
H2 -2.914604 4.808124 0.101553  0.2811
H3 -1.971098 3.930558 -1.113964  0.2544
H4 -1.291470 4.039182 1.865401  0.2961
H5 -0.444332 3.084018 0.670486  0.1634
H6 -1.961766 1.656658 0.707285  0.3759
C3 -0.130975 -3.665467 -1.424471  -1.2560
C4 -0.054804 -2.949101 -0.067212  0.1933
O2 -1.263998 -2.324075 0.284489  -0.5725
H7 -0.660967 -3.084500 -2.176146  0.2627
H8 -0.639702 -4.626752 -1.317423  0.3567
H9 0.880494 -3.865485 -1.795566  0.3022
H10 0.753547 -2.207650 -0.090690  -0.1227
H11 0.209353 -3.709534 0.680241  0.3519
H12 -1.102150 -1.345491 0.346170  0.3989
C5 1.692042 -1.549623 2.872204  -0.9307
C6 2.088999 -0.304369 2.120790  -0.1281
O3 1.059184 0.665975 2.143243  -0.5326
H13 1.511389 -1.356145 3.935380  0.3139
H14 2.427875 -2.361741 2.806561  0.3231
H15 0.755574 -1.973153 2.496990  0.1820
H16 2.283645 -0.594203 1.075675  0.0684
H17 2.996936 0.143530 2.527110  0.3625
H18 0.422478 0.403236 1.441364  0.3609
C7 -0.124996 -0.331713 -2.853203  -1.0871
C8 1.005202 0.332196 -2.089554  0.0085
O4 0.540832 1.392294 -1.284199  -0.5197
H19 -0.825336 -0.822830 -2.176853  0.1759
H20 0.237294 -1.088726 -3.554395  0.3579
H21 -0.666853 0.449318 -3.394267  0.3453
H22 1.769945 0.717755 -2.768061  0.3732
H23 1.516693 -0.416413 -1.455916  -0.0205
H24 -0.178930 1.011234 -0.724614  0.3152

Atoms 1-6, force components in eV/Å:
0.249 -0.089 -0.513
0.142 -0.302 0.369
0.064 0.070 0.139
-0.086 0.283 -0.291
-0.054 0.016 -0.169
-0.017 0.074 -0.039

Computed properties:
- Gap between HOMO and LUMO: 9.687 eV
- Maximum force: 1.05 eV/Å
- Spin multiplicity: 1
- DFT total energy: -19594.81724 eV
- Charge: -1